A structure of composition C25H63Cl8N2NaO8 at a distorted geometry, computed with the ωB97M-V functional and the def2-TZVPD basis.

Last column: Mulliken charge in e.
Geometry (Å):
Cl1 28.62 -19.40 8.13  -0.19
Cl2 26.13 -20.72 4.88  -0.20
Cl3 30.25 -29.93 2.44  -0.17
Cl4 23.40 -21.97 -1.43  -0.20
Cl5 30.68 -25.11 7.14  -0.19
Cl6 21.65 -24.43 -3.05  -0.18
Cl7 32.90 -27.82 7.98  -0.20
Cl8 30.35 -30.81 -0.95  -0.19
Na1 31.26 -20.93 -1.54  0.75
O1 33.34 -26.03 0.90  -0.48
O2 29.90 -24.17 -0.13  -0.83
O3 32.47 -21.41 -9.65  -0.35
O4 33.80 -20.42 -1.04  -0.05
O5 29.79 -18.77 -0.61  -0.07
O6 29.79 -25.86 -4.12  -0.48
O7 31.69 -21.35 2.20  -0.37
O8 29.76 -21.17 -5.25  -0.26
N1 31.78 -22.16 -6.66  -0.51
N2 32.50 -18.00 -1.60  -0.10
C1 28.97 -30.77 1.47  -0.51
C2 27.49 -20.61 6.03  -0.43
C3 31.50 -26.27 6.03  -0.30
C4 23.14 -23.69 -0.92  -0.57
C5 28.92 -30.31 -0.03  -0.32
C6 33.47 -18.09 -0.48  -0.70
C7 32.69 -21.57 3.14  -0.57
C8 34.46 -19.15 -0.81  -0.78
C9 34.69 -21.44 -1.37  -0.84
C10 31.41 -16.97 -1.27  -0.80
C11 31.08 -22.60 -7.89  -0.37
C12 31.59 -20.87 -10.65  -0.79
C13 30.41 -20.19 -6.10  -0.64
C14 28.63 -24.56 0.37  -0.23
C15 33.40 -27.24 0.09  -0.52
C16 28.46 -20.87 -4.84  -0.96
C17 27.27 -19.48 7.02  -0.35
C18 32.88 -26.65 6.63  -0.50
C19 31.86 -20.68 -6.57  -0.53
C20 28.54 -24.66 1.90  -0.89
C21 21.77 -24.24 -1.26  -0.31
C22 32.05 -22.70 -9.14  -0.73
C23 30.96 -26.60 -4.40  -0.59
C24 30.41 -17.54 -0.20  -0.56
C25 28.69 -19.20 0.20  -0.90
H1 32.96 -23.24 -8.86  0.36
H2 31.11 -27.43 -3.72  0.27
H3 35.17 -19.26 0.02  0.41
H4 33.84 -26.95 -0.87  0.25
H5 27.51 -24.79 2.23  0.38
H6 31.35 -22.13 1.76  0.26
H7 33.67 -21.57 2.67  0.20
H8 31.03 -27.07 -5.38  0.28
H9 32.55 -20.49 -5.75  0.20
H10 32.68 -25.49 0.45  0.28
H11 31.59 -23.25 -9.95  0.42
H12 30.19 -22.00 -8.10  0.23
H13 30.84 -16.77 -2.17  0.37
H14 28.05 -30.62 2.03  0.31
H15 31.11 -22.37 -5.93  0.42
H16 29.72 -16.74 0.05  0.43
H17 29.08 -19.55 1.16  0.32
H18 30.84 -27.13 5.95  0.30
H19 31.00 -17.77 0.69  0.30
H20 32.54 -22.51 3.67  0.22
H21 27.86 -18.50 0.22  0.32
H22 31.84 -19.86 -10.99  0.29
H23 32.31 -20.25 -7.47  0.34
H24 28.03 -30.77 -0.47  0.32
H25 26.38 -19.80 7.57  0.28
H26 31.83 -25.97 -4.22  0.21
H27 33.54 -27.12 5.90  0.31
H28 27.09 -18.56 6.47  0.31
H29 30.82 -23.64 -7.68  0.40
H30 21.00 -23.59 -0.85  0.31
H31 27.71 -21.08 -5.60  0.31
H32 33.45 -25.77 6.93  0.34
H33 30.44 -19.21 -5.63  0.52
H34 33.01 -18.30 0.49  0.36
H35 29.13 -31.85 1.46  0.33
H36 28.29 -25.46 -0.13  0.18
H37 28.74 -23.73 2.44  0.19
H38 34.07 -22.28 -1.67  0.24
H39 34.96 -18.84 -1.72  0.37
H40 34.02 -17.16 -0.36  0.38
H41 23.95 -24.34 -1.25  0.37
H42 23.28 -23.77 0.16  0.30
H43 30.52 -20.88 -10.45  0.31
H44 31.76 -16.04 -0.83  0.35
H45 28.22 -21.70 -4.18  0.34
H46 21.77 -25.18 -0.71  0.27
H47 28.30 -20.13 -0.21  0.28
H48 27.64 -21.60 6.48  0.33
H49 28.41 -20.45 5.47  0.25
H50 35.27 -21.65 -0.47  0.31
H51 29.21 -25.44 2.25  0.18
H52 28.23 -19.90 -4.40  0.30
H53 32.44 -27.70 -0.13  0.22
H54 29.85 -19.93 -6.99  0.37
H55 35.32 -21.22 -2.23  0.33
H56 32.59 -20.76 3.86  0.24
H57 32.97 -17.72 -2.45  0.23
H58 27.88 -23.82 0.08  0.12
H59 31.77 -21.41 -11.58  0.33
H60 31.72 -25.76 5.09  0.22
H61 34.02 -28.01 0.53  0.25
H62 28.88 -29.22 -0.04  0.22
H63 29.99 -25.46 -3.27  0.30

**Frontier orbital gap**: 5.558 eV
**E_HOMO**: -5.938 eV
**E_tot**: -5545.33221 Ha
**LUMO**: -0.38 eV